No. 1
{
  "formula": "C35H33BrN4O6Pb",
  "method": "ωB97M-V with the def2-TZVPD basis set",
  "total_charge": 2,
  "e_above_lowest_kcal_mol": 4.46,
  "fmax_ev_per_a": 1.20,
  "homo_lumo_gap_ev": 6.885,
  "e_lumo_ev": -6.168,
  "symbols": ["Pb", "C", "O", "C", "C", "C", "C", "C", "C", "N", "C", "N", "C", "C", "C", "C", "C", "C", "O", "C", "N", "C", "C", "C", "C", "C", "C", "O", "C", "H", "H", "H", "H", "H", "H", "H", "H", "H", "H", "H", "H", "H", "H", "H", "H", "H", "H", "H", "H", "H", "H", "O", "C", "C", "C", "C", "C", "C", "N", "H", "H", "H", "H", "H", "H", "H", "Br", "C", "C", "C", "C", "C", "C", "C", "O", "O", "H", "H", "H", "H"],
  "positions_angstrom": [[-0.89851, -0.77776, -0.69391], [3.31963, -1.40080, 3.23208], [2.95997, -0.27137, 2.43707], [3.30350, 0.96075, 2.91671], [4.07317, 1.17155, 4.05206], [4.43202, 2.46283, 4.41904], [4.02155, 3.55337, 3.67079], [3.22913, 3.35002, 2.55255], [2.86319, 2.06717, 2.18003], [2.10804, 1.87781, 0.98245], [1.08415, 1.01907, 0.84277], [0.35337, 0.77266, 1.94075], [-0.71444, -0.09778, 2.22586], [-1.44619, -0.88653, 1.35654], [-2.51705, -1.67904, 1.75730], [-2.86955, -1.67465, 3.09293], [-2.16126, -0.89878, 4.00458], [-1.09858, -0.11912, 3.58516], [-0.34085, 0.66064, 4.38598], [-0.66501, 0.72770, 5.77985], [0.81448, 0.48420, -0.34160], [1.71750, 0.63196, -1.44507], [3.03074, 0.18403, -1.39339], [3.84136, 0.27465, -2.51611], [3.32669, 0.80938, -3.68842], [2.00725, 1.23955, -3.76041], [1.19393, 1.13599, -2.63875], [-0.13077, 1.42063, -2.59401], [-0.73047, 2.03737, -3.73905], [2.85788, -1.34251, 4.21904], [4.40211, -1.48284, 3.33467], [2.93570, -2.27173, 2.70805], [4.42206, 0.33663, 4.64145], [5.04811, 2.60845, 5.29589], [4.30821, 4.55554, 3.95600], [2.88286, 4.18941, 1.96182], [2.44142, 2.32708, 0.14335], [0.64740, 1.28841, 2.76368], [-3.08651, -2.26410, 1.04789], [-3.71494, -2.25944, 3.42857], [-2.44955, -0.90566, 5.04535], [0.03074, 1.43982, 6.20983], [-0.53536, -0.24895, 6.24674], [-1.68555, 1.08320, 5.92020], [3.42758, -0.19486, -0.45581], [4.86749, -0.06322, -2.47325], [3.95542, 0.88844, -4.56526], [1.62258, 1.64967, -4.68340], [-1.77511, 2.17526, -3.48103], [-0.64482, 1.39851, -4.62018], [-0.26383, 3.00286, -3.93288], [1.07745, -2.40763, 0.37216], [1.06051, -3.54428, -0.47285], [0.82872, -3.16618, -1.91530], [1.30662, -3.95716, -2.94285], [1.08210, -3.58789, -4.25916], [0.39739, -2.41145, -4.52852], [-0.06824, -1.66801, -3.47045], [0.14219, -2.04279, -2.19078], [1.87544, -1.88713, 0.20406], [0.24121, -4.17679, -0.12438], [1.98193, -4.12138, -0.38973], [1.85959, -4.85628, -2.70549], [1.44280, -4.21057, -5.06727], [0.21829, -2.07788, -5.54037], [-0.63213, -0.75591, -3.61952], [-9.09698, 0.94359, -2.86631], [-7.26937, 0.82899, -2.45443], [-6.62557, -0.39763, -2.55070], [-5.27445, -0.47636, -2.26439], [-4.57926, 0.66123, -1.86070], [-5.23730, 1.88621, -1.76736], [-6.58459, 1.97256, -2.06355], [-3.15937, 0.60396, -1.47960], [-2.58936, 1.36798, -0.73098], [-2.46007, -0.44106, -2.00129], [-7.17721, -1.27677, -2.85218], [-4.76278, -1.42578, -2.34502], [-4.69257, 2.76308, -1.44407], [-7.10585, 2.91587, -1.98347]],
  "mulliken_charge": [1.684, -1.033, 0.167, 1.356, -0.943, -0.813, -0.771, -0.634, -0.178, 0.092, 0.410, 0.216, -0.423, 0.566, -1.457, -1.113, -0.586, 0.983, -0.418, -1.031, 0.507, -0.354, -0.159, -1.057, -0.902, -0.422, 0.387, -0.276, -1.004, 0.408, 0.367, 0.164, 0.473, 0.442, 0.426, 0.476, 0.436, 0.479, 0.562, 0.450, 0.515, 0.270, 0.401, 0.412, 0.452, 0.494, 0.475, 0.521, 0.130, 0.487, 0.421, -0.245, -1.034, 0.962, -1.086, -0.410, -1.082, -0.039, 0.321, 0.129, 0.315, 0.513, 0.541, 0.466, 0.509, 0.572, -0.124, 0.078, -0.678, -0.288, 0.540, -0.376, -0.656, 0.475, -0.515, -0.732, 0.449, 0.430, 0.465, 0.444]
}

---

No. 2
{
  "formula": "C13H20IMnN2O2S4",
  "method": "ωB97M-V with the def2-TZVPD basis set",
  "total_charge": 1,
  "e_above_lowest_kcal_mol": 0.77,
  "fmax_ev_per_a": 0.39,
  "homo_lumo_gap_ev": [8.137, 7.977],
  "multiplicity": 2,
  "e_lumo_ev": [-2.238, -2.226],
  "symbols": ["Mn", "C", "C", "S", "C", "C", "S", "C", "C", "S", "H", "H", "H", "H", "H", "H", "H", "H", "H", "H", "H", "H", "O", "N", "C", "C", "C", "C", "C", "S", "H", "H", "H", "H", "N", "C", "O", "C", "I", "H", "H", "H", "H"],
  "positions_angstrom": [[0.20483, 0.12239, -0.29949], [-1.47454, 2.84552, -0.08472], [-0.58700, 3.24539, -1.25876], [0.49440, 1.90682, -1.86214], [2.15835, 2.58103, -1.50474], [3.06848, 1.57886, -0.80930], [2.34040, 0.60751, 0.52974], [1.97212, 1.79285, 1.85008], [0.77823, 2.71058, 1.62099], [-0.69541, 1.76031, 1.12724], [-2.31727, 2.24602, -0.42759], [-1.87026, 3.73506, 0.40652], [0.05046, 4.09381, -1.01583], [-1.21894, 3.55707, -2.08933], [2.04029, 3.48448, -0.91098], [2.60850, 2.87425, -2.45248], [3.96723, 2.07960, -0.44679], [3.38950, 0.80749, -1.51109], [2.86588, 2.37725, 2.07247], [1.78814, 1.14729, 2.71080], [0.98809, 3.44912, 0.85175], [0.55620, 3.24985, 2.54191], [0.04378, -1.25313, 1.04897], [-1.20509, -1.67755, 1.34011], [-1.33446, -2.41783, 2.46385], [-2.53892, -2.95183, 2.81427], [-3.64022, -2.72040, 1.98029], [-3.48412, -1.96728, 0.84701], [-2.23507, -1.42064, 0.50302], [-1.95804, -0.50157, -0.92046], [-0.41833, -2.53752, 3.02128], [-2.61831, -3.53783, 3.71717], [-4.60891, -3.13193, 2.22871], [-4.31077, -1.77060, 0.17980], [0.79664, -2.57974, -3.35292], [0.93286, -2.28056, -2.06287], [1.07197, -1.11167, -1.68664], [0.99755, -3.41166, -1.07153], [-0.84100, -4.49146, -0.98934], [0.67884, -1.83114, -4.01601], [0.62276, -3.52471, -3.65140], [1.17767, -3.00128, -0.08515], [1.76344, -4.13222, -1.34643]],
  "mulliken_spin": [1.014, -0.004, 0.003, -0.005, 0.000, 0.000, -0.012, 0.000, 0.002, -0.009, 0.000, -0.001, 0.000, 0.000, 0.000, 0.001, 0.001, -0.001, 0.001, -0.001, 0.000, 0.000, 0.016, -0.010, 0.003, -0.002, 0.002, -0.001, 0.011, -0.004, -0.001, 0.000, 0.000, 0.000, -0.002, 0.000, -0.001, 0.000, 0.000, 0.000, 0.000, 0.001, 0.000]
}

---

No. 3
{
  "formula": "C27H31N4OPReSSe",
  "method": "ωB97M-V with the def2-TZVPD basis set",
  "total_charge": 2,
  "fmax_ev_per_a": 0.86,
  "homo_lumo_gap_ev": [8.214, 7.168],
  "multiplicity": 4,
  "e_lumo_ev": [-5.995, -6.976],
  "symbols": ["Re", "N", "C", "C", "C", "C", "C", "C", "N", "C", "C", "C", "S", "C", "N", "H", "H", "H", "H", "H", "H", "H", "Se", "C", "C", "C", "N", "C", "C", "H", "H", "H", "H", "C", "P", "C", "C", "C", "C", "C", "C", "C", "H", "H", "H", "H", "H", "H", "H", "H", "H", "H", "H", "C", "C", "C", "C", "O", "H", "H", "H", "H", "H", "H", "H", "H", "H"],
  "positions_angstrom": [[0.27091, 0.22046, -1.57548], [-1.35598, -2.26446, -4.59003], [-1.60984, -3.26821, -3.67854], [-2.14938, -4.53729, -3.84036], [-2.25982, -5.31423, -2.70876], [-1.85833, -4.82900, -1.45768], [-1.33416, -3.56382, -1.30538], [-1.19007, -2.76672, -2.43526], [-0.67861, -1.47511, -2.62183], [-0.80981, -1.23809, -3.93078], [-0.34330, -0.00206, -4.50217], [-0.42657, 0.47341, -5.77125], [0.35993, 1.98274, -5.88795], [0.75180, 1.90360, -4.24050], [0.32238, 0.82843, -3.62080], [-1.54508, -2.30996, -5.57884], [-2.46932, -4.89853, -4.80844], [-2.66411, -6.31352, -2.78828], [-1.96196, -5.47031, -0.59271], [-1.04762, -3.19991, -0.34067], [-0.89770, 0.03105, -6.63419], [1.31645, 2.68523, -3.76387], [-0.15718, -0.33181, 0.81578], [-0.02243, -2.14982, 1.50751], [1.13854, -2.89009, 1.37599], [1.17143, -4.13522, 1.99659], [0.15897, -4.60561, 2.71094], [-0.94464, -3.88300, 2.83790], [-1.09347, -2.63498, 2.23854], [1.98685, -2.52394, 0.81301], [2.04310, -4.77384, 1.91346], [-1.73916, -4.30675, 3.44068], [-2.01653, -2.07781, 2.33604], [1.49334, 3.85467, -1.76985], [1.21471, 2.35097, -0.75249], [2.78598, 2.30874, 0.15846], [-0.11957, 3.01642, 0.30337], [-1.42832, 2.65285, -0.02686], [-2.51134, 3.23342, 0.61122], [-2.29575, 4.19016, 1.59219], [-1.00058, 4.54578, 1.94008], [0.08460, 3.97231, 1.29349], [1.72637, 4.66189, -1.07518], [0.59308, 4.12994, -2.31842], [2.34366, 3.74655, -2.44575], [2.87645, 3.20225, 0.77527], [3.60145, 2.29590, -0.56575], [2.83654, 1.42229, 0.77853], [-1.61235, 1.92581, -0.81962], [-3.51903, 2.95170, 0.33627], [-3.13826, 4.66590, 2.07512], [-0.83321, 5.28570, 2.71134], [1.08683, 4.28143, 1.56516], [1.90258, -0.60623, 3.88115], [1.17480, 0.55256, 3.20884], [-0.24680, 0.70770, 3.73120], [1.94816, 1.84618, 3.44240], [1.20328, 0.35972, 1.74526], [2.10381, -0.34709, 4.92008], [2.85481, -0.79146, 3.38293], [1.31457, -1.52193, 3.86389], [-0.22388, 0.93990, 4.79428], [-0.81564, -0.21105, 3.60207], [-0.75321, 1.52309, 3.20858], [1.92037, 2.09069, 4.50338], [1.49412, 2.66530, 2.88526], [2.99314, 1.73713, 3.15144]],
  "mulliken_spin": [3.061, 0.015, -0.005, 0.003, 0.000, 0.001, 0.020, -0.020, -0.047, -0.009, 0.032, -0.002, 0.012, 0.056, -0.045, 0.000, 0.000, 0.000, 0.000, -0.002, 0.001, -0.008, -0.086, 0.023, 0.012, 0.005, -0.002, 0.002, 0.001, -0.005, 0.000, 0.000, -0.001, 0.003, -0.103, 0.016, -0.021, 0.049, 0.025, 0.002, 0.001, -0.005, -0.001, 0.000, -0.001, 0.000, 0.003, -0.006, 0.002, 0.001, 0.000, 0.000, 0.000, 0.001, -0.001, 0.004, 0.000, 0.024, 0.000, 0.000, 0.000, 0.000, -0.001, -0.002, 0.000, 0.001, 0.000]
}